DFT (ωB97M-V/def2-TZVPD) results for an isolated molecule of C2H6N4.

As for the HOMO-LUMO gap: 8.78 eV. The calculation puts the LUMO energy at 1.17 eV. As for the SMILES: c1c[nH][nH][nH][nH]1. As for the relative energy (zero: lowest compared OMol25 entry of this formula, charge and spin): 101.61 kcal per mole. As for the HOMO energy: -7.612 eV. For the max |F|, the calculation gives 2.9 eV/A.

Geometry (Å):
1 C -0.93167 0.90652 0.02131
2 C 0.33747 1.25539 -0.04956
3 N 1.40890 0.34862 0.08052
4 N 1.09414 -1.00342 0.20941
5 N -0.14355 -1.32791 -0.31166
6 N -1.22305 -0.46534 0.26712
7 H -1.64222 1.69283 -0.06217
8 H 0.44928 2.32568 -0.27695
9 H 1.95832 0.59671 -0.69549
10 H 1.18373 -1.16818 1.26705
11 H -0.46739 -2.28719 -0.22937
12 H -2.02395 -0.87371 -0.22020